Record 1
{
  "formula": "C14H22ClNOS",
  "method": "ωB97M-V with the def2-TZVPD basis set",
  "species": ["C", "C", "C", "C", "C", "C", "C", "C", "C", "C", "N", "C", "O", "C", "C", "Cl", "C", "S", "H", "H", "H", "H", "H", "H", "H", "H", "H", "H", "H", "H", "H", "H", "H", "H", "H", "H", "H", "H", "H", "H"],
  "coordinates": [[-0.70317, 0.18137, -3.34043], [0.20055, 0.53350, -2.11250], [0.20298, 2.16720, -2.14621], [1.63384, -0.00776, -2.30096], [2.68579, 0.66238, -1.38378], [2.20728, 0.38992, 0.08015], [1.09417, -0.70872, -0.23576], [1.52548, -1.36667, -1.58369], [-0.27323, -0.14251, -0.73209], [-1.31720, -1.33860, -0.86362], [-1.00553, 0.87700, 0.05975], [-1.16054, 0.77973, 1.33770], [-0.57752, -0.14611, 2.06953], [-1.40553, -0.62391, 3.17187], [-0.46164, -0.89543, 4.49275], [-1.48486, -1.49997, 5.73297], [-2.35502, 0.51904, 3.52062], [-2.26066, 1.75724, 2.21992], [-1.62101, 0.42912, -2.99995], [-0.67058, -0.83200, -3.66835], [-0.53056, 0.69067, -4.21585], [1.04926, 2.35974, -2.83140], [-0.72048, 2.64925, -2.46733], [0.44405, 2.70045, -1.18682], [1.90612, -0.22681, -3.36752], [2.77262, 1.72550, -1.60326], [3.62469, 0.16033, -1.44745], [2.98195, 0.10553, 0.84874], [1.78149, 1.27727, 0.45090], [0.93050, -1.47516, 0.53478], [2.46147, -1.88841, -1.48167], [0.82445, -2.04066, -2.14854], [-1.48958, -1.69490, 0.19751], [-1.09241, -2.10817, -1.53318], [-2.22596, -0.95573, -1.13547], [-1.91437, -1.46462, 2.83637], [0.44756, -1.66326, 4.34538], [-0.03893, 0.05814, 4.79957], [-2.11963, 0.89325, 4.49021], [-3.34579, 0.16276, 3.59709]],
  "forces_ev_per_angstrom": [[2.373, -1.321, 2.035], [-0.429, 1.779, -0.975], [1.191, -1.029, 1.036], [0.672, -1.486, -0.124], [-0.569, 0.514, 0.175], [-0.670, -1.650, -1.106], [-0.550, -1.268, 0.449], [-0.333, 0.475, -0.108], [-0.110, 0.413, -0.046], [1.809, 1.257, 3.002], [-0.033, 0.018, 1.708], [0.401, -0.124, -4.272], [0.646, -1.974, 1.944], [2.975, 2.238, 1.560], [1.510, -1.084, -3.102], [-0.789, -0.537, 1.089], [0.175, -0.150, -0.026], [-0.642, 0.859, 0.564], [-3.419, 0.527, 0.664], [-0.020, -1.187, 0.282], [0.880, 1.853, -1.766], [-0.671, 0.410, 0.007], [-0.028, -0.468, -0.305], [-0.042, -0.914, -0.615], [-0.003, 0.986, 0.772], [0.355, -0.011, 0.141], [0.846, -0.134, -0.737], [-0.630, -0.138, -1.180], [-0.939, 1.044, 0.666], [0.157, 0.490, 0.081], [0.558, -0.150, -0.108], [0.433, 0.584, 1.099], [0.441, -0.073, -1.202], [0.697, -1.213, -0.738], [-2.369, 1.204, -0.886], [-0.764, -1.777, -0.368], [-2.230, 1.739, -0.056], [-0.011, 0.031, -0.087], [0.309, 0.684, 0.593], [-1.176, -0.417, -0.062]],
  "smiles": "CC1(C)[C@H]2CC[C@H](C2)[C@@]1(C)/N=C1\\O[C@@H](CCl)CS1",
  "spin_multiplicity": 1
}

---

Record 2
{
  "formula": "C2H5NO",
  "method": "ωB97M-V with the def2-TZVPD basis set",
  "species": ["C", "N", "C", "O", "H", "H", "H", "H", "H"],
  "coordinates": [[0.96746, -0.06843, 0.05938], [0.12966, -0.91504, -0.55281], [-1.02397, 0.12108, 0.30153], [-1.59465, -0.30809, 1.27650], [1.21190, -0.29474, 1.09611], [1.67489, 0.57724, -0.47296], [-0.12571, 0.99356, 0.49119], [0.08584, -0.72865, -1.55477], [-1.41651, 0.55088, -0.62708]],
  "forces_ev_per_angstrom": [[0.221, -0.195, 0.028], [0.142, 0.062, -0.113], [-0.347, 0.415, 0.271], [0.294, -0.073, -0.347], [-0.063, 0.080, -0.084], [-0.195, -0.067, 0.076], [-0.002, -0.041, 0.031], [-0.074, -0.042, 0.142], [0.025, -0.139, -0.003]],
  "spin_multiplicity": 1
}

---

Record 3
{
  "formula": "C2H8O3",
  "method": "ωB97M-V with the def2-TZVPD basis set",
  "species": ["C", "C", "O", "H", "H", "H", "H", "O", "H", "H", "O", "H", "H"],
  "coordinates": [[-0.73611, -1.49608, -0.86828], [0.35547, -0.66399, -0.98530], [0.57001, 0.37833, -0.19620], [-0.84311, -2.10837, -1.79468], [-1.36273, -1.60676, 0.08004], [1.10505, -0.65311, -1.73596], [0.57013, 0.13298, 0.70230], [2.72919, 0.35861, 2.45921], [3.38387, 1.05130, 2.59674], [3.11099, -0.50440, 2.18462], [-3.21914, 1.47821, -0.61215], [-2.57748, 1.25789, -1.33060], [-3.08612, 2.37540, -0.49974]],
  "forces_ev_per_angstrom": [[1.977, 0.363, -0.628], [-3.256, -1.634, 0.378], [1.042, 1.660, 0.028], [-0.264, -0.096, 1.369], [0.743, 0.465, -1.811], [-0.006, -0.477, -1.290], [-0.204, -0.179, 1.944], [-0.505, -0.804, -0.181], [0.279, -0.605, -0.224], [0.158, 1.359, 0.379], [0.520, -2.984, -1.435], [-0.768, -0.022, 0.917], [0.285, 2.955, 0.555]],
  "smiles": "C=CO.O.O",
  "spin_multiplicity": 1
}

---

Record 4
{
  "formula": "C12H19IO",
  "method": "ωB97M-V with the def2-TZVPD basis set",
  "species": ["C", "C", "C", "C", "C", "C", "C", "C", "C", "C", "C", "C", "O", "I", "H", "H", "H", "H", "H", "H", "H", "H", "H", "H", "H", "H", "H", "H", "H", "H", "H", "H", "H"],
  "coordinates": [[-1.36653, 0.39409, 0.58905], [-0.62029, 1.59588, 1.11222], [0.86150, 0.08924, 2.38275], [0.14433, -1.10628, 1.82006], [0.82642, 1.15563, 1.22923], [-0.45918, -0.70406, 0.45268], [1.22583, 0.46409, -0.00228], [1.55112, 2.66509, -1.35163], [-2.23672, -2.32079, -0.27560], [-0.57164, -1.45855, -1.98655], [1.07350, 1.19059, -1.42635], [-0.84320, -1.84191, -0.55701], [-2.57876, 0.38645, 0.25703], [3.16107, -0.59921, -0.04458], [-0.60323, 2.37814, 0.33762], [-1.05081, 2.00357, 2.02997], [0.60363, 0.53350, 3.25371], [1.95460, -0.18811, 2.55300], [0.80652, -2.01233, 1.54934], [-0.61100, -1.36906, 2.58210], [1.43258, 1.99096, 1.66863], [0.73371, 3.40473, -1.25015], [2.07080, 2.81208, -2.34234], [2.07684, 2.69321, -0.43073], [-3.11727, -1.62840, -0.63138], [-2.25673, -2.58287, 0.81869], [-2.58451, -3.13254, -0.84332], [-1.17218, -0.55371, -2.23116], [-0.54597, -2.24176, -2.71742], [0.46389, -1.25031, -2.12589], [1.66735, 0.69130, -2.31983], [0.07552, 1.17121, -1.83759], [-0.11117, -2.62986, -0.26227]],
  "forces_ev_per_angstrom": [[-3.388, 1.407, -1.050], [0.143, 0.686, -0.882], [3.964, -0.673, -3.495], [-0.579, -1.653, -0.523], [1.123, 0.619, 3.443], [2.705, -1.230, -1.330], [-2.260, -1.501, -2.557], [-0.919, -0.703, -1.566], [-2.205, 1.294, 0.764], [0.037, 1.078, 0.035], [1.044, -0.547, -0.666], [1.508, 0.058, 1.047], [3.003, 0.593, 1.037], [-1.150, 0.462, 0.260], [-0.674, -0.077, 0.207], [0.114, -0.028, -0.081], [-1.659, 1.014, 2.759], [-1.200, 0.323, -0.205], [-0.854, 1.381, 0.975], [0.009, -0.558, -0.649], [-0.098, -0.357, -1.033], [0.227, -0.488, -0.229], [0.008, 0.579, 1.605], [1.480, 0.768, 0.278], [2.066, -0.544, 1.400], [-0.710, 0.329, -1.022], [0.548, -1.966, -0.689], [0.299, -0.872, -0.418], [-1.511, -0.813, -0.337], [1.012, 1.028, 0.475], [-0.921, 0.529, 2.355], [-0.593, -0.204, 0.466], [-0.570, 0.064, -0.371]],
  "spin_multiplicity": 1
}

---

Record 5
{
  "formula": "C6H13ClSi",
  "method": "ωB97M-V with the def2-TZVPD basis set",
  "species": ["C", "C", "C", "Si", "Cl", "C", "C", "C", "H", "H", "H", "H", "H", "H", "H", "H", "H", "H", "H", "H", "H"],
  "coordinates": [[-3.80450, 0.04598, -0.17915], [-2.47628, 0.76634, -0.18688], [-1.51727, 0.34326, 0.60254], [0.30263, 1.07627, 0.63683], [-0.02117, 2.90367, -0.47098], [1.54800, -0.05904, -0.41266], [1.87558, -1.29534, 0.46058], [2.82428, 0.79024, -0.45066], [-4.36791, 0.31487, -1.01410], [-4.35818, 0.40515, 0.77433], [-3.73837, -1.11363, -0.24459], [-2.33756, 1.72086, -0.48419], [-1.72170, -0.61001, 1.05878], [1.04506, 1.10981, 2.00586], [1.06739, -0.24364, -1.32591], [2.37172, -1.97284, -0.07305], [2.61096, -0.91932, 1.28604], [0.91189, -1.84454, 0.77554], [3.08112, 1.06129, 0.50566], [2.53891, 1.82378, -0.96025], [3.54147, 0.21986, -1.03922]],
  "forces_ev_per_angstrom": [[0.152, -0.948, 1.698], [-0.951, -2.444, 1.945], [2.738, -0.368, 0.484], [-0.711, -1.259, -0.938], [0.543, -0.763, 0.917], [-0.313, 1.603, 3.646], [-2.511, 2.722, 2.586], [-2.424, 1.484, -4.233], [-1.199, 0.590, -1.318], [0.661, -0.916, -1.580], [0.166, 2.041, 0.568], [-0.265, 2.934, -1.944], [0.353, -0.465, 0.448], [-0.846, 0.511, -0.933], [-0.292, -0.473, -1.473], [2.308, -2.814, -2.317], [-1.810, -1.033, -0.933], [1.540, 0.935, 0.247], [1.214, 0.234, 2.282], [1.031, -2.087, 0.579], [0.616, 0.516, 0.269]],
  "smiles": "C/C=C/[Si@H](Cl)C(C)C",
  "spin_multiplicity": 1
}

---

Record 6
{
  "formula": "C4H4O2S2",
  "method": "ωB97M-V with the def2-TZVPD basis set",
  "species": ["O", "C", "S", "C", "C", "S", "C", "O", "H", "H", "H", "H"],
  "coordinates": [[2.02681, 1.24870, -0.00389], [1.68819, -0.03185, -0.00217], [2.77676, -1.25918, -0.00131], [0.23526, -0.20133, -0.01427], [-0.43298, -1.36352, -0.00711], [-2.15812, -1.15587, -0.00108], [-1.91515, 0.67109, -0.01294], [-0.51936, 0.94787, 0.00126], [2.99716, 1.28614, -0.00359], [0.03382, -2.34568, 0.00677], [-2.36052, 1.11129, 0.90866], [-2.37186, 1.09235, -0.87034]],
  "forces_ev_per_angstrom": [[0.222, 0.296, 0.013], [-0.186, -0.501, -0.079], [-0.135, 0.194, 0.015], [-0.177, -0.286, 0.114], [0.349, 0.052, 0.002], [0.131, 0.042, -0.025], [0.144, -0.138, 1.743], [-0.003, -0.144, -0.192], [-0.058, -0.007, 0.007], [-0.158, 0.357, -0.031], [0.222, -0.303, -0.645], [-0.351, 0.439, -0.921]],
  "smiles": "OC(=S)C1=CSCO1",
  "spin_multiplicity": 1
}

---

It is found that the energy above the lowest of the compared OMol25 structures with the same formula, charge and spin values, taken in the order of the records, are 176.50; 429.87; 145.40; 48.48; 155.26; 60.75 kJ/mol.
It is found that the energy values, taken in the order of the records, are -1534.9501; -209.0586; -306.6545; -841.4518; -986.0646; -1101.6381 Eh.